1.
The following is a quantum chemistry calculation of the molecule C18H17N5O, from OMol25.

SMILES: N/C(=N\c1nc2c(c(=O)[nH]1)CCC2)Nc1cccc2ccccc12
HOMO energy in eV: -7.97

Last column: Mulliken charge in e.
Atoms and positions in Å:
O  -1.9476  1.7034  4.7149  -0.675
N  0.6336  1.5252  1.8283  -0.602
N  -1.0816  0.6628  0.5125  -0.361
C  -1.0819  1.4751  3.9211  -0.018
C  -0.5438  1.0126  1.6796  0.285
C  1.0800  1.9659  3.0653  0.256
C  0.2606  1.9147  4.1299  0.582
C  -0.4353  0.6109  -0.6156  0.376
C  -1.5421  -4.5182  -3.4127  -0.506
C  0.7356  -0.4197  -4.7694  -0.929
C  -2.1254  -3.8560  -2.3219  -0.718
C  0.1200  0.2509  -3.6501  -0.319
C  -0.7292  -3.8055  -4.3153  -0.748
C  0.4768  -1.7740  -4.9398  -0.835
C  -1.8856  -2.4960  -2.1205  -0.857
C  -0.7161  -0.4292  -2.7797  0.255
C  -0.4059  -2.4552  -4.0846  0.617
C  -0.9926  -1.7883  -2.9895  1.299
N  -1.3962  0.8644  2.7546  -0.124
N  0.8804  0.8182  -0.7427  -0.369
N  -1.2389  0.2580  -1.6688  -0.404
C  2.4444  2.4369  3.4243  -0.518
C  0.9058  2.4590  5.3534  -0.735
C  2.3578  2.4666  4.9768  -0.565
H  -1.7410  -5.5823  -3.5960  0.356
H  1.3794  0.1382  -5.4447  0.390
H  -2.7108  -4.4293  -1.5915  0.361
H  0.3278  1.2970  -3.5877  0.686
H  -0.3113  -4.3423  -5.1581  0.382
H  0.8887  -2.2965  -5.7993  0.360
H  -2.3128  -2.0427  -1.2491  0.258
H  -2.3760  0.7599  2.5624  0.291
H  1.0995  1.2456  -1.6243  0.193
H  1.2782  1.2099  0.0973  0.415
H  -2.0810  -0.1711  -1.3494  0.304
H  3.2168  1.7181  3.1619  0.222
H  2.6765  3.4257  2.9922  0.289
H  0.5367  3.4532  5.5904  0.236
H  0.6448  1.8378  6.2088  0.302
H  2.8848  3.3267  5.4245  0.304
H  2.8269  1.5697  5.4125  0.266

---

2.
The following is a quantum chemistry calculation of a structure of composition C18H18BIN2O2W, from OMol25.

Total charge: +2
HOMO energy (spin up / spin down) in eV: -13.74 / -13.59
Spin multiplicity: 3

Last column: Mulliken charge in e.
Atoms and positions in Å:
C  3.3490  3.9432  0.8867  -0.501
C  4.4884  2.9888  0.4955  -0.889
H  2.9876  4.5374  0.0478  0.344
H  3.7183  4.6359  1.6603  0.299
H  2.4960  3.4429  1.3434  -0.144
H  4.2401  2.2033  -0.2096  0.264
H  5.2622  3.6264  0.0409  0.299
H  4.9263  2.5436  1.3929  0.283
C  -2.7985  0.9969  -0.7972  -0.108
C  -3.9866  0.9076  -1.5034  -0.654
C  -4.2721  -0.1615  -2.3348  -0.654
C  -3.3102  -1.1367  -2.4255  -0.478
H  -2.5858  1.8142  -0.1042  0.444
H  -4.6900  1.7211  -1.3775  0.410
H  -5.2098  -0.2138  -2.8756  0.499
H  -3.4480  -2.0072  -3.0561  0.353
N  -1.8092  0.0682  -0.9514  -0.374
C  -2.0955  -1.0407  -1.7328  0.774
C  -1.0307  -2.0194  -1.7993  0.746
N  0.0762  -1.6499  -1.0626  0.059
C  1.1215  -2.5204  -1.0136  -0.059
C  0.0182  -4.0591  -2.5274  -0.522
C  1.1177  -3.7120  -1.7367  -0.721
H  1.9311  -2.1814  -0.3692  0.454
H  1.9962  -4.3463  -1.6735  0.429
C  -1.0664  -3.2092  -2.5612  -0.604
H  -1.9426  -3.4212  -3.1756  0.407
H  0.0493  -4.9772  -3.0907  0.494
W  0.0627  0.2362  0.0102  0.630
I  0.2551  2.7205  0.6945  0.106
O  -0.6448  -2.2285  2.1517  -0.439
B  -0.3326  -0.8006  1.9237  0.783
O  -0.4225  -0.1353  3.2458  -0.494
C  -0.5636  -1.1283  4.1418  0.908
C  -0.5639  -1.0285  5.5195  -0.827
C  -0.6610  -2.1870  6.2952  -0.502
C  -0.7893  -3.4404  5.6643  -0.542
C  -0.8156  -3.5329  4.2637  -0.884
C  -0.6947  -2.3803  3.5002  0.678
H  -0.4920  -0.0426  5.9704  0.461
H  -0.6446  -2.1228  7.3804  0.407
H  -0.8761  -4.3295  6.2834  0.403
H  -0.9329  -4.4956  3.7804  0.461

---

3.
The following is a quantum chemistry calculation of a structure of composition C18H18BaF6O22PPd, from OMol25.

Total charge: +1
HOMO energy (spin up / spin down) in eV: -13.11 / -13.11
Spin multiplicity: 3

Last column: Mulliken charge in e.
Atoms and positions in Å:
Pd  -0.8798  1.7717  -1.6393  0.306
Ba  -2.9280  -2.1376  0.1022  1.873
P  -0.7257  -0.0224  -0.0390  1.975
O  0.3206  -0.0652  -1.1794  -0.583
O  -0.7771  -1.1697  0.9433  -0.928
O  -2.0583  0.1017  -0.8955  -0.985
O  -0.6248  1.4348  0.5038  -0.733
C  -4.0184  -0.4898  -5.5958  -0.400
C  -3.7417  0.8784  -6.1909  0.222
O  -2.4938  1.1854  -5.6093  -0.251
C  -2.4427  0.5530  -4.4134  0.469
O  -1.5990  0.7579  -3.5918  -0.432
O  -3.4672  -0.2940  -4.2739  -0.226
F  -4.7012  1.7636  -5.8057  -0.268
H  -3.4665  -1.2438  -6.1544  0.313
H  -5.0818  -0.6913  -5.5347  0.314
H  -3.6989  0.9120  -7.2753  0.343
C  2.8824  -1.1621  -3.6038  -0.381
C  3.2979  -0.3469  -2.3916  1.608
O  3.9076  0.7755  -2.9589  -0.360
C  4.1895  0.5510  -4.2744  0.445
O  4.7344  1.3011  -5.0024  -0.481
O  3.7134  -0.6728  -4.6400  -0.382
F  4.1984  -1.0168  -1.6049  -0.315
H  1.8340  -0.9594  -3.8465  0.248
H  2.9942  -2.2322  -3.4413  0.353
H  2.4819  -0.0063  -1.7605  -0.697
C  1.8826  2.9888  1.7141  -0.160
C  2.5730  2.2233  0.6064  1.255
O  3.7536  1.7927  1.2790  -0.348
C  3.4566  1.6178  2.5897  0.593
O  4.1132  1.0798  3.4045  -0.474
O  2.2368  2.2003  2.8542  -0.331
F  2.9776  3.0477  -0.4008  -0.331
H  0.8054  3.0760  1.6557  -0.048
H  2.3927  3.9534  1.7757  0.387
H  2.1013  1.3547  0.1472  -0.494
C  2.1973  -2.5043  0.6551  0.113
C  1.5070  -3.0526  -0.6085  0.825
O  0.4838  -3.8619  -0.0603  -0.396
C  0.6832  -4.0247  1.2747  0.631
O  -0.1137  -4.4924  2.0162  -0.520
O  1.8652  -3.4747  1.6248  -0.336
F  2.3571  -3.9131  -1.2536  -0.356
H  1.8464  -1.5015  0.8919  -0.364
H  3.2669  -2.4935  0.4566  0.535
H  1.1517  -2.3291  -1.3357  -0.134
C  -0.4784  -1.6029  4.1525  -0.038
C  0.5684  -0.5598  3.8355  1.055
O  1.7394  -1.3344  3.7898  -0.392
C  1.5700  -2.4151  4.6143  0.607
O  2.4010  -3.1433  5.0118  -0.492
O  0.2431  -2.5089  4.9620  -0.403
F  0.7023  0.3414  4.8506  -0.330
H  -0.8328  -2.1299  3.2597  0.042
H  -1.3304  -1.1835  4.6883  0.344
H  0.4231  0.0062  2.9195  -0.514
C  -3.0610  2.2857  2.2634  0.487
C  -3.4919  1.9011  3.6777  0.609
O  -4.8519  2.1938  3.7232  -0.361
C  -5.2382  2.8527  2.6044  0.555
O  -6.3318  3.2061  2.3458  -0.472
O  -4.1733  3.0453  1.7881  -0.382
F  -2.8399  2.6908  4.5922  -0.308
H  -2.9481  1.4191  1.6035  -0.383
H  -2.1646  2.8910  2.2001  0.134
H  -3.2920  0.8824  4.0043  0.146

---

4.
The following is a quantum chemistry calculation of a structure of composition C18H18BeBrCl5NO5P, from OMol25.

HOMO energy in eV: -8.69

Last column: Mulliken charge in e.
Atoms and positions in Å:
Be  -11.3590  10.3805  7.0363  0.064
Cl  -11.3172  13.2511  8.5808  -0.161
C  -10.9949  13.1902  6.8991  1.357
C  -11.0272  11.9335  6.2323  -1.158
C  -10.8328  12.0210  4.8479  1.260
Cl  -11.1902  10.6767  3.7987  -0.206
C  -10.4015  13.1746  4.1869  -0.425
Cl  -9.9839  13.0838  2.5233  -0.185
C  -10.3684  14.4000  4.9413  0.671
Cl  -9.7748  15.7641  4.1611  -0.200
C  -10.7353  14.3843  6.2530  -0.451
Cl  -10.6586  15.8788  7.1875  -0.189
Br  -8.0358  9.4880  6.6172  -0.069
C  -9.4622  8.3616  6.0410  0.390
C  -9.1357  7.1565  5.4552  -0.800
C  -10.2674  6.4385  5.0837  -0.263
C  -11.5671  6.8519  5.3649  -0.818
C  -11.7101  8.0669  6.0191  0.427
N  -10.6791  8.8464  6.3243  0.239
C  -13.0016  8.7450  6.3360  0.387
O  -14.0366  8.1923  6.0266  -0.693
O  -12.8820  9.9129  6.8986  -0.607
H  -8.0993  6.8943  5.3067  0.476
H  -10.1149  5.4605  4.5863  0.372
H  -12.4929  6.3641  5.0001  0.483
C  -14.3705  10.2350  11.2140  -1.151
C  -13.6655  10.3564  9.8079  -0.051
O  -12.1709  10.5342  10.2374  -0.286
P  -10.9678  10.0983  9.2551  0.476
O  -9.7577  10.7636  10.0456  -0.385
C  -8.6510  11.3160  9.4104  0.097
C  -8.1642  12.4554  10.2229  -1.409
O  -10.7074  8.4930  9.5366  -0.114
C  -10.7129  8.1472  10.9885  -0.261
C  -11.2860  6.7577  11.2428  -1.284
H  -15.4683  10.1092  11.0242  0.391
H  -14.1939  11.1944  11.7560  0.286
H  -13.9652  9.3679  11.7722  0.252
H  -13.8696  11.2640  9.2401  0.286
H  -13.7455  9.4328  9.1679  0.215
H  -8.8801  11.6946  8.4145  0.104
H  -7.9850  10.4882  9.2512  0.357
H  -8.9096  13.3000  10.2228  0.226
H  -7.2507  12.8690  9.8128  0.415
H  -8.0264  12.2631  11.2997  0.321
H  -11.3497  8.8705  11.5002  0.333
H  -9.7339  8.1698  11.3288  0.359
H  -12.3791  6.8210  11.0659  0.268
H  -11.1120  6.3327  12.2321  0.385
H  -10.8226  6.0916  10.4741  0.270

---

5.
The following is a quantum chemistry calculation of the molecule C18H18BrN5O7S, from OMol25.

SMILES: C=C(Br)C(=O)Nc1ccc(S(=O)(=O)O)c(/N=N/c2c(C)c(C(N)=O)c(=O)n(CC)c2O)c1
HOMO energy in eV: -8.67

Last column: Mulliken charge in e.
Atoms and positions in Å:
O  0.1166  2.9345  5.1240  -0.638
O  -6.5746  -1.1727  -2.1369  -0.550
O  3.3425  1.6087  4.1311  -0.724
O  2.1748  -1.2227  -2.5119  -0.716
O  1.5111  -2.9061  -4.1067  -0.668
Br  -6.7537  -0.9623  -5.2024  -0.075
N  -0.2510  0.3611  0.2759  -0.179
N  0.0956  -0.5398  -0.5423  -0.179
O  2.7540  0.4104  -0.3175  -0.533
O  1.6876  -3.5189  -1.6398  -0.500
C  1.0371  3.0410  4.3293  0.054
C  -5.5074  -1.2693  -2.6798  0.476
C  2.6173  1.7619  3.0938  0.276
C  -4.3969  0.2609  -4.4122  -0.719
C  -5.3508  -0.7403  -4.0656  0.235
C  0.7675  0.8410  1.0460  0.108
C  1.2569  2.1610  3.1564  0.298
C  2.1814  0.8064  0.8396  0.521
C  0.3223  1.6429  2.1705  1.093
C  -2.5828  -2.5919  -3.0229  -0.111
C  -2.1637  -1.1080  -1.1616  -0.018
C  -1.2729  -2.7787  -3.1712  -1.044
C  -0.8187  -1.1714  -1.3584  -0.452
C  -3.0810  -1.7238  -2.0265  -0.061
C  -0.4052  -2.0502  -2.3445  0.676
N  1.9205  3.9266  4.7240  -0.590
N  -4.4285  -1.5565  -1.8477  -0.206
N  3.0717  1.2903  1.8452  0.120
C  -1.1245  2.0953  2.3596  -1.188
C  4.7569  -0.4140  2.3860  -1.300
C  4.4612  0.9093  1.7698  -0.881
S  1.3012  -2.3694  -2.7282  1.295
H  2.1356  -0.1288  -0.7785  0.360
H  2.6373  -3.2429  -1.4227  0.388
H  -3.5214  0.5573  -3.7507  0.203
H  -4.5403  0.7495  -5.3319  0.349
H  -3.1596  -3.2029  -3.6685  0.479
H  -2.5454  -0.5669  -0.2870  0.337
H  -0.9760  -3.5488  -3.9121  0.347
H  2.8162  3.4986  4.7296  0.276
H  1.7098  4.2435  5.6496  0.293
H  -4.7052  -1.3749  -0.9182  0.230
H  -1.8646  1.4880  1.6516  0.094
H  -1.6694  1.8583  3.2920  0.344
H  -1.2929  3.1911  2.3107  0.315
H  4.9382  -0.3117  3.4013  0.410
H  5.5701  -0.7169  1.8306  0.397
H  3.9825  -1.0449  2.1899  0.362
H  4.9793  1.5727  2.3315  0.497
H  4.8413  1.0242  0.7077  0.500